An isolated molecule of CH3N5O. Source: the Open Molecules 2025 dataset; level of theory: wB97M-V/def2-TZVPD.

Computed properties:
net charge = 0
DFT total energy = -388.75260 Ha
frontier orbital gap = 9.7 eV
structure (SMILES) = Nc1nnnn1O
largest force on an atom = 0.119 hartree/bohr
LUMO level = -0.15 eV

Geometry as XYZ:
```
10
Properties=species:S:1:pos:R:3:forces:R:3
N 1.0725 1.0623 -0.1343 2.6533 1.6238 2.9716
C -0.2435 0.5772 -0.1772 0.4738 3.6004 1.7249
N -1.4377 1.1282 0.0623 0.6570 -0.0740 0.2544
N -2.3324 0.0262 0.1711 2.4827 1.5441 -1.7778
N -1.7037 -1.0163 -0.0979 -0.0676 -2.9269 1.4291
N -0.3591 -0.7126 -0.3125 0.6952 -1.2818 0.5243
O 0.8210 -1.3286 0.3068 -2.0741 -3.7021 -4.4292
H 1.8343 0.2533 0.1638 -3.0867 2.8437 -1.1691
H 1.3261 1.9804 0.5390 -1.6530 -3.2890 -2.6435
H 1.0225 -1.9703 -0.5210 -0.0806 1.6618 3.1154
```
Positions in Å, forces in eV/Å.